14
Properties=species:S:1:pos:R:3 method="wB97M-V/def2-TZVPD" homo_energy_ev=-8.48 lumo_energy_ha=0.0379 homo_lumo_gap_ev=9.51 charge=0 smiles=CCN.N
C 0.14387 1.79156 1.03926
C 0.34290 0.28827 1.15536
N -0.81758 -0.45334 0.66259
H -0.59099 2.14705 1.76115
H 1.06157 2.36406 1.19813
H -0.21036 2.00787 0.02802
H 1.22783 -0.07510 0.64209
H 0.40893 -0.01932 2.20551
H -0.74087 -0.93194 -0.21823
H -1.69657 -0.00424 0.84295
N 0.15307 -1.88312 -2.09935
H 0.10235 -0.88214 -2.00454
H -0.45929 -2.15518 -2.85488
H 1.07513 -2.19442 -2.35806

=====

17
Properties=species:S:1:pos:R:3 method="wB97M-V/def2-TZVPD" homo_energy_ev="-1.70 / -3.93" lumo_energy_ha="0.1453 / 0.1222" homo_lumo_gap_ev="5.65 / 7.25" spin_multiplicity=3 charge=-1
C -0.02061 2.08048 0.62330
C -1.07375 1.22134 0.38387
C 1.28430 1.67583 0.17972
C 0.42917 -0.30276 -0.87933
C 1.08605 -1.49970 -1.27541
C -0.99061 -0.13714 -0.30587
C -1.10336 -1.13762 0.87634
O 0.73349 -2.53237 -1.85141
O 2.47727 -1.34897 -0.98954
O 2.34075 2.20427 -0.04145
H -0.19561 3.08628 0.80833
H -2.08006 1.72654 0.57889
H -1.86785 -0.35706 -0.84326
H -2.07401 -1.13811 1.26210
H -0.33666 -1.00095 1.66947
H -1.09778 -2.15368 0.38841
H 2.48926 -0.38638 -0.58416

=====

133
Properties=species:S:1:pos:R:3 method="wB97M-V/def2-TZVPD" homo_energy_ev=-2.25 lumo_energy_ha=0.0601 homo_lumo_gap_ev=3.88 charge=-1
Na -2.46766 0.95985 2.45965
Na 1.79117 0.89017 2.50450
Na -0.28522 2.46903 -0.15452
O 0.39172 -1.54202 -1.23498
C -0.08288 -0.63889 -0.38522
O -1.32521 -0.40348 -0.40083
O 0.61494 -0.29370 0.61482
H -0.29453 -1.64818 -1.89784
P -0.51695 3.09534 2.44709
O -1.72490 2.85618 1.53655
O 0.82715 3.05297 1.69710
O -0.44156 1.86164 3.44058
O -0.71028 4.44797 3.20525
C -6.24022 -3.25601 4.92304
O -5.40614 -2.13066 4.78054
C -5.37369 -1.36179 5.95994
C -4.21477 -0.33099 5.60003
N -4.20527 0.16919 4.30828
C -5.43205 1.06703 4.12801
C -5.00283 2.03957 3.02293
O -4.79708 1.23567 1.78005
C -4.75517 1.92087 0.52882
H -5.86799 -4.06361 5.55338
H -6.36768 -3.72359 3.94671
H -7.26513 -3.00637 5.19749
H -4.98061 -2.02717 6.72861
H -6.24296 -0.80555 6.31076
H -3.24789 -0.82825 5.67730
H -4.18913 0.46565 6.34354
H -4.31563 -0.62107 3.68908
H -5.75495 1.67766 4.97120
H -6.17551 0.48111 3.58759
H -4.12957 2.56365 3.41132
H -5.74619 2.80982 2.81744
H -4.03103 2.73552 0.52043
H -5.79808 2.15608 0.31640
H -4.42096 1.23115 -0.24623
C -1.95611 2.72300 -3.42923
O -1.11020 3.23474 -2.36428
C -0.27590 4.26226 -2.84994
C 1.28480 4.09862 -2.64105
N 1.57785 4.14865 -1.13916
C 3.02425 3.83955 -0.85245
C 4.08844 4.70923 -1.56249
O 4.23911 4.29384 -2.92017
C 5.16823 4.93800 -3.69677
H -1.42180 2.28633 -4.27299
H -2.72745 3.39022 -3.81386
H -2.28177 1.77728 -2.99602
H -0.67813 5.25004 -2.62504
H -0.18847 4.31240 -3.93527
H 1.76785 4.89905 -3.20147
H 1.67615 3.14230 -2.98802
H 1.18053 5.00029 -0.76909
H 3.15281 2.85039 -1.29195
H 3.34222 3.67976 0.17782
H 5.03007 4.41372 -1.09977
H 3.80482 5.75911 -1.48903
H 5.52255 5.88702 -3.29437
H 4.67368 5.37318 -4.56518
H 6.03143 4.38330 -4.06460
C 3.53762 -3.60956 3.59995
O 3.23036 -4.55641 2.67312
C 3.93325 -4.42208 1.38594
C 2.93732 -4.17205 0.30147
N 2.30115 -5.49432 -0.04038
C 1.13170 -5.43354 -0.80618
C 0.45195 -6.82953 -0.97993
O 0.96658 -7.48223 -2.09268
C 2.25305 -8.03367 -1.96415
H 3.40065 -2.56329 3.32673
H 4.56302 -3.86412 3.86801
H 2.92580 -3.78328 4.48516
H 4.55081 -5.30665 1.23022
H 4.69949 -3.64904 1.44414
H 3.41691 -3.81126 -0.60843
H 2.09057 -3.55289 0.59770
H 2.14219 -5.96826 0.83724
H 1.59642 -5.04653 -1.71302
H 0.42274 -4.76262 -0.32107
H -0.63473 -6.74546 -0.99208
H 0.61194 -7.46552 -0.10928
H 2.32655 -8.59818 -1.03462
H 2.96803 -7.21686 -1.86557
H 2.46172 -8.79361 -2.71719
C 0.94115 -0.57227 5.13431
O 1.65648 0.64314 5.42258
C 2.98219 0.35541 5.79580
C 3.85743 1.55720 5.31440
N 3.52312 2.06487 4.04489
C 4.64441 1.87767 3.14417
C 5.15803 0.41673 2.85713
O 4.04908 -0.41922 2.17526
C 4.11187 -0.03511 0.77065
H 1.20867 -1.01152 4.17327
H -0.14855 -0.57298 5.15976
H 1.30760 -1.38340 5.76350
H 3.42012 -0.53976 5.35421
H 3.10049 0.30681 6.87827
H 4.87646 1.36929 5.65259
H 3.78623 2.36822 6.03915
H 3.26363 3.02626 4.21371
H 5.47632 2.47409 3.51874
H 4.35420 2.39448 2.22941
H 5.42934 -0.14827 3.74891
H 6.06849 0.46344 2.25965
H 4.94777 -0.64961 0.43635
H 4.31085 1.02604 0.62079
H 3.27985 -0.41741 0.17931
C -5.27902 2.51524 -4.29953
O -4.40814 1.49228 -3.93730
C -4.43605 0.23456 -4.62277
C -3.30638 0.36817 -5.79104
N -2.70477 -0.88643 -6.14999
C -1.28728 -1.08631 -5.91561
C -0.23935 -0.09667 -6.44708
O -0.26028 0.19082 -7.92176
C -0.36728 -0.88061 -8.80527
H -5.28715 2.77094 -5.35909
H -5.07878 3.53539 -3.97197
H -6.23347 2.25895 -3.83972
H -5.36238 -0.02700 -5.13424
H -4.04461 -0.58829 -4.02462
H -2.68935 1.21449 -5.48920
H -3.92670 0.74863 -6.60255
H -2.84539 -1.21765 -7.09372
H -0.88329 -2.02624 -6.29166
H -1.13129 -1.32045 -4.86255
H 0.73913 -0.42182 -6.09357
H -0.40397 0.78670 -5.83010
H 0.07497 -0.39828 -9.67698
H -1.44861 -1.01709 -8.81934
H 0.17948 -1.73965 -8.41642

=====

14
Properties=species:S:1:pos:R:3 method="wB97M-V/def2-TZVPD" homo_energy_ev=-12.56 lumo_energy_ha=-0.1590 homo_lumo_gap_ev=8.23 charge=+1 smiles="[NH3+]/C(I)=C/C1=CC1"
N -0.17666 0.55319 -2.33479
C -0.19362 0.05103 -0.85719
I -1.45004 -1.55653 -0.85177
C 0.22173 0.93006 0.03177
C 0.42450 0.30757 1.24731
C 0.46597 -1.01914 1.30280
C 0.05777 -0.36515 2.53406
H 0.68546 0.03796 -2.73503
H -0.18243 1.63308 -2.50166
H -1.02639 0.19021 -2.84639
H 0.77069 1.88017 -0.12382
H 0.76944 -1.85142 0.81667
H 0.61816 -0.26172 3.36872
H -0.98456 -0.52930 2.94932

=====

13
Properties=species:S:1:pos:R:3 method="wB97M-V/def2-TZVPD" homo_energy_ev=-9.16 lumo_energy_ha=0.0367 homo_lumo_gap_ev=10.16 charge=0
C 1.44571 -1.43020 -0.01845
C 0.35615 -0.69180 -0.02578
C 3.35709 0.27761 0.45602
C -1.39373 1.25579 0.36117
C -2.14461 0.06158 -0.29831
C -0.71883 0.01632 0.00842
O 3.42817 1.00534 -0.40819
H 2.04652 -1.61849 -0.95837
H 1.52456 -2.19590 0.72308
H -0.90915 1.96345 -0.30773
H -1.63617 1.69546 1.32678
H -2.72239 -0.41144 0.38422
H -2.63332 0.07227 -1.24285

=====

18
Properties=species:S:1:pos:R:3 method="wB97M-V/def2-TZVPD" homo_energy_ev="-13.50 / -16.87" lumo_energy_ha="-0.1115 / -0.3219" homo_lumo_gap_ev="10.47 / 8.11" spin_multiplicity=3 charge=+1
C -1.88980 1.93813 0.24658
C -0.42541 -0.94754 -1.09827
C 1.70888 -0.56256 0.09406
C -0.45299 -0.43866 1.10491
C 0.36770 1.23441 -0.41003
N -2.93186 2.35981 0.26159
N 0.26982 -0.14941 -0.13860
H -1.44657 -0.48066 -1.30715
H 0.13818 -0.97333 -1.97913
H -0.50314 -1.96012 -0.58941
H 1.60045 -1.62072 0.52315
H 2.18491 -0.29407 -0.81302
H 2.00739 0.06546 0.95873
H -0.28218 -1.51827 1.35112
H 0.13030 0.12913 1.90963
H -1.49479 -0.13481 1.06876
H 1.00491 1.81833 0.30921
H 0.01422 1.53487 -1.49213

=====

38
Properties=species:S:1:pos:R:3 method="wB97M-V/def2-TZVPD" homo_energy_ev=-4.19 lumo_energy_ha=0.1209 homo_lumo_gap_ev=7.48 charge=-1 smiles="CCNN([C@@H](C)CC)[C@@H](C[C@H](C)Cl)C(=O)[O-]"
C -0.07278 3.72209 0.24239
C -0.07199 2.29814 -0.31136
N -0.36602 1.35859 0.76314
N -0.32488 0.00683 0.32306
C -1.61664 -0.65226 0.43216
C -2.18004 -0.66932 1.87945
C -2.62919 -0.07792 -0.56494
C -2.23188 -0.28365 -2.02562
C 0.76669 -0.72201 0.99070
C 1.22398 -1.95316 0.20001
C 2.04167 -1.87750 -1.10015
C 3.53851 -1.60962 -0.92647
Cl 1.37806 -0.77255 -2.35530
C 1.97924 0.20701 1.35258
O 2.28232 0.20156 2.55555
O 2.48336 0.84197 0.40404
H -0.42077 4.44622 -0.49694
H -0.73544 3.79465 1.11231
H 0.92392 4.00301 0.58530
H -0.78291 2.21056 -1.14881
H 0.91600 2.02302 -0.67988
H -1.27469 1.56942 1.16350
H -1.46499 -1.69181 0.12575
H -3.25767 -0.48304 1.89152
H -1.70392 0.09603 2.49589
H -2.00050 -1.62596 2.37218
H -3.57809 -0.59241 -0.37717
H -2.77438 0.98862 -0.36226
H -1.66331 -1.20947 -2.14082
H -1.58926 0.51457 -2.39432
H -3.11196 -0.34226 -2.67150
H 0.42860 -1.10439 1.96616
H 1.86953 -2.49396 0.90359
H 0.37110 -2.61312 0.00723
H 1.91976 -2.85574 -1.57003
H 3.85359 -1.88212 0.08198
H 4.11397 -2.21023 -1.63943
H 3.76104 -0.55978 -1.08349

=====

49
Properties=species:S:1:pos:R:3 method="wB97M-V/def2-TZVPD" homo_energy_ev="-19.03 / -18.72" lumo_energy_ha="-0.4262 / -0.4128" homo_lumo_gap_ev="7.44 / 7.49" spin_multiplicity=2 charge=+3
Re -0.26095 0.32099 0.83126
N 1.77755 0.02116 0.33049
C 2.81903 1.09024 0.71802
C 3.25532 1.94128 -0.45587
C 2.13166 2.60754 -1.25519
C 1.01045 3.23912 -0.42895
N -0.16584 2.29518 -0.35407
H 2.09143 -0.87777 0.69295
H 1.84303 -0.09807 -0.68762
H 3.66834 0.54515 1.12596
H 2.39030 1.68455 1.51807
H 3.87760 1.34632 -1.12889
H 3.91354 2.70815 -0.04347
H 1.69337 1.89885 -1.97038
H 2.57933 3.37658 -1.88242
H 0.67539 4.16475 -0.89099
H 1.31698 3.48157 0.58850
H -0.41581 2.09102 -1.31984
H -0.96378 2.81424 0.00915
C -4.37749 1.31134 -0.67588
P -3.57722 -0.06842 0.08323
C -4.45129 -0.53980 1.54495
C -3.50740 -1.41666 -1.05094
O -2.10092 0.41781 0.50666
H -5.42230 1.04614 -0.85647
H -3.91122 1.55443 -1.63199
H -4.34754 2.17814 -0.01334
H -5.49464 -0.71898 1.26974
H -4.41984 0.26589 2.28076
H -4.03166 -1.45319 1.96545
H -4.53760 -1.64196 -1.34420
H -3.07386 -2.29734 -0.58082
H -2.94262 -1.14871 -1.94457
S -0.15247 1.45127 2.73419
C -0.09201 0.40803 4.18586
N 0.05742 -0.89000 4.26544
C 0.12927 -1.34694 5.68095
C -0.06290 -0.02384 6.46179
N -0.16338 0.97486 5.36398
H 0.09537 -1.49611 3.46775
H 1.09513 -1.80676 5.86837
H -0.65586 -2.07009 5.88033
H 0.77972 0.21416 7.10405
H -0.97446 -0.00912 7.05222
H -0.26000 1.96918 5.51143
F -0.65147 -1.82419 -0.27131
C -0.40674 -1.74331 1.14606
F -1.54615 -2.16864 1.76508
H 0.37278 -2.47481 1.36381

=====

7
Properties=species:S:1:pos:R:3 method="wB97M-V/def2-TZVPD" homo_energy_ev=-9.36 lumo_energy_ha=-0.0091 homo_lumo_gap_ev=9.11 charge=0
C -0.74493 0.85959 -0.10352
C 1.17899 -1.35532 0.11257
N 0.14336 0.94424 0.71231
N -1.56003 1.06160 -0.95548
S 1.45973 -0.05676 1.03734
H 1.96345 -2.08476 0.33718
H -2.44057 0.63141 -1.14041

=====

13
Properties=species:S:1:pos:R:3 method="wB97M-V/def2-TZVPD" homo_energy_ev=-8.76 lumo_energy_ha=0.0260 homo_lumo_gap_ev=9.47 charge=0
H -0.78150 -0.46514 -1.90214
N -1.61534 -0.32319 -1.44595
C -1.54511 -0.24980 -0.17598
N -0.26670 -0.32799 0.70726
C -0.07529 0.84732 1.53428
N 1.19900 1.36898 1.46715
N 1.70695 0.41155 0.57352
C 0.80131 -0.41880 -0.15320
N 0.94840 -1.07105 -1.33689
H 0.32602 -2.04154 -1.57600
H -2.57263 -0.02322 0.21470
H -0.90474 1.57472 1.98468
H 2.77963 0.71814 0.10858

=====

33
Properties=species:S:1:pos:R:3 method="wB97M-V/def2-TZVPD" homo_energy_ev=-8.81 lumo_energy_ha=0.0339 homo_lumo_gap_ev=9.73 charge=0 smiles=CCc1ccccc1.Cc1ccccc1
C 1.71566 0.81313 -2.25711
C 0.38565 1.31335 -2.82209
C -0.79919 0.64027 -2.18083
C -1.54595 1.30041 -1.20503
C -2.63423 0.66784 -0.63021
C -2.93940 -0.65623 -0.93774
C -2.28325 -1.23745 -2.02252
C -1.17652 -0.63103 -2.59927
H 2.49103 1.54509 -2.48430
H 2.03538 -0.07209 -2.80416
H 1.63100 0.67551 -1.18388
H 0.26924 2.39348 -2.90157
H 0.38279 1.06073 -3.89206
H -1.22585 2.29268 -0.91941
H -3.10226 1.14234 0.22748
H -3.78726 -1.18657 -0.52640
H -2.80568 -2.00649 -2.50924
H -0.59854 -1.09893 -3.38700
C 1.93812 -2.21901 1.45547
C 1.23124 -1.01698 1.97625
C 1.87036 0.20898 2.16310
C 1.30132 1.33745 2.72856
C 0.03147 1.16570 3.25418
C -0.61154 -0.07357 3.19808
C -0.09367 -1.08846 2.41834
H 1.97836 -2.19456 0.35412
H 1.44669 -3.15623 1.66663
H 2.98374 -2.28280 1.72316
H 2.84038 0.20736 1.73864
H 1.76743 2.30625 2.63274
H -0.52314 1.97629 3.68462
H -1.51899 -0.12676 3.78539
H -0.65441 -1.99970 2.25606

=====

6
Properties=species:S:1:pos:R:3 method="wB97M-V/def2-TZVPD" homo_energy_ev="-8.58 / -8.58" lumo_energy_ha="-0.0778 / -0.0778" homo_lumo_gap_ev="6.46 / 6.46" charge=0
C 1.02028 -0.50900 1.84902
C -0.71281 0.19523 -1.05295
Br 1.37399 -0.73410 0.13027
I 1.50839 1.38545 2.55366
I -2.44231 -0.64401 -0.27969
I -0.74754 0.30644 -3.20031